Formula: C15H23NO4
Source: the Open Molecules 2025 dataset
Level of theory: ωB97M-V/def2-TZVPD

```
43
Properties=species:S:1:pos:R:3:forces:R:3
C -3.1264 -3.1342 0.5395 -0.145 0.278 -0.145
H -3.0478 -3.6764 -0.3997 0.021 -0.135 -0.078
H -4.0762 -3.3890 1.0038 -0.091 -0.091 0.054
H -2.3245 -3.4648 1.1966 0.109 -0.049 0.075
C -3.0337 -1.6314 0.2967 0.197 -0.267 0.290
C -3.0916 -0.8449 1.6079 -0.046 0.018 -0.233
H -2.1749 -1.0230 2.1739 0.041 -0.073 0.061
H -3.9264 -1.1910 2.2190 0.016 -0.003 0.083
C -3.2718 0.6504 1.3083 -0.438 0.176 0.097
C -2.5533 1.0123 0.0243 0.394 -0.256 0.426
O -2.9305 1.8802 -0.7272 -0.142 0.176 -0.175
C -1.3112 0.1806 -0.2280 0.177 0.180 -0.758
C -1.7398 -1.2827 -0.4498 -0.132 0.115 0.047
H -1.8813 -1.4369 -1.5209 0.068 -0.053 0.013
H -0.9384 -1.9438 -0.1141 0.038 -0.070 0.007
H -0.6992 0.2523 0.6757 -0.025 0.005 0.103
C -0.5106 0.7414 -1.4237 0.298 0.080 0.475
O -1.2657 0.6850 -2.6099 -0.198 -0.047 -0.292
H -2.0515 1.2342 -2.4703 0.128 0.008 0.032
H -0.2709 1.7934 -1.1964 -0.017 -0.153 -0.019
C 0.7860 -0.0257 -1.7094 -0.309 0.191 0.243
H 0.5123 -1.0361 -2.0155 0.018 -0.085 -0.068
H 1.2506 0.4560 -2.5719 0.062 -0.022 -0.067
C 1.7932 -0.0996 -0.5612 0.045 0.106 -0.388
C 2.2805 1.2794 -0.1211 -0.226 -0.081 0.138
C 3.3168 1.1931 0.9717 -0.239 0.085 -0.219
O 3.4833 2.0367 1.8155 0.012 0.179 0.151
N 4.1003 0.0573 0.9540 0.481 -0.042 0.507
C 4.0529 -1.0155 0.0860 -0.207 -0.020 -0.278
O 4.8134 -1.9402 0.2162 0.137 -0.195 0.007
C 3.0106 -0.9148 -0.9984 -0.174 -0.130 0.114
H 3.4827 -0.4393 -1.8635 -0.005 0.020 -0.037
H 2.7318 -1.9268 -1.2951 0.091 0.029 0.032
H 4.8021 -0.0024 1.6869 -0.119 0.013 -0.131
H 2.7364 1.7982 -0.9698 -0.004 0.025 -0.047
H 1.4668 1.9052 0.2458 0.114 0.036 0.030
H 1.3323 -0.6031 0.2955 0.001 -0.012 0.030
C -4.7419 1.0591 1.2400 0.254 0.105 0.030
H -5.2115 0.9572 2.2150 -0.047 -0.045 0.078
H -5.2765 0.4354 0.5275 -0.104 -0.059 -0.083
H -4.8247 2.0930 0.9150 -0.087 0.030 -0.023
H -2.7889 1.2430 2.0962 0.065 -0.003 -0.061
H -3.8883 -1.3264 -0.3174 -0.011 0.036 -0.020
```
Positions in Å, forces in eV/Å.

And the natural (NBO) charges, in e, turn out to be: atom 1 (C): -0.5955, atom 2 (H): 0.2121, atom 3 (H): 0.2102, atom 4 (H): 0.2022, atom 5 (C): -0.2228, atom 6 (C): -0.3936, atom 7 (H): 0.2028, atom 8 (H): 0.2175, atom 9 (C): -0.3374, atom 10 (C): 0.6525, atom 11 (O): -0.5759, atom 12 (C): -0.3647, atom 13 (C): -0.3945, atom 14 (H): 0.2336, atom 15 (H): 0.2028, atom 16 (H): 0.2239, atom 17 (C): 0.1268, atom 18 (O): -0.7338, atom 19 (H): 0.4948, atom 20 (H): 0.1655, atom 21 (C): -0.4015, atom 22 (H): 0.2149, atom 23 (H): 0.2177, atom 24 (C): -0.2146, atom 25 (C): -0.5144, atom 26 (C): 0.6962, atom 27 (O): -0.5667, atom 28 (N): -0.6564, atom 29 (C): 0.6949, atom 30 (O): -0.5653, atom 31 (C): -0.4961, atom 32 (H): 0.2329, atom 33 (H): 0.2445, atom 34 (H): 0.4259, atom 35 (H): 0.2361, atom 36 (H): 0.2428, atom 37 (H): 0.2029, atom 38 (C): -0.6013, atom 39 (H): 0.2103, atom 40 (H): 0.2055, atom 41 (H): 0.2310, atom 42 (H): 0.2356, atom 43 (H): 0.1984

Formula: C15H23NO4
Source: the Open Molecules 2025 dataset
Level of theory: ωB97M-V/def2-TZVPD

```
43
Properties=species:S:1:pos:R:3:forces:R:3
C 4.4040 0.1474 1.6818 -0.039 0.266 -0.296
C 4.3057 1.4552 0.8987 0.089 0.007 0.315
O 3.5530 1.3865 -0.2923 -0.160 0.057 -0.084
C 4.1270 0.6694 -1.3694 0.141 -0.281 -0.204
C 3.6484 -0.7829 -1.4925 -0.277 0.383 0.081
C 2.1384 -0.8790 -1.7341 0.236 -0.247 -0.056
N 1.3856 -0.3538 -0.6217 0.103 0.287 -0.223
C 0.7707 -1.1390 0.2834 -0.010 0.444 0.309
O 0.6744 -2.3447 0.1771 -0.052 -0.481 0.057
C 0.1285 -0.3498 1.4232 -0.033 -0.300 -0.174
C -1.1685 0.2124 0.9110 -0.130 0.193 0.098
C -1.3201 1.5553 0.6130 -0.047 -0.151 0.078
C -2.5241 2.0134 0.1149 -0.227 -0.167 -0.082
C -3.5996 1.1615 -0.1165 0.098 0.157 0.009
C -3.4435 -0.2094 0.1646 -0.158 -0.055 -0.055
C -2.2320 -0.6500 0.6778 -0.043 -0.003 0.013
H -2.0848 -1.6956 0.8943 -0.036 -0.153 0.006
O -4.4962 -1.0567 -0.0834 0.172 0.506 -0.023
C -4.3298 -2.4291 0.1730 0.022 -0.234 0.035
H -5.2705 -2.8933 -0.1211 0.088 -0.025 0.039
H -4.1489 -2.6227 1.2352 0.017 0.002 -0.047
H -3.5142 -2.8558 -0.4189 -0.018 0.015 0.040
O -4.7050 1.7905 -0.6133 0.377 -0.010 0.073
C -5.9137 1.0982 -0.8240 -0.468 -0.117 -0.115
H -6.6178 1.8574 -1.1658 0.027 -0.067 0.026
H -5.8120 0.3260 -1.5893 -0.036 0.073 0.073
H -6.2872 0.6455 0.0970 0.011 0.032 -0.080
H -2.6664 3.0577 -0.1140 -0.044 0.123 -0.032
H -0.5100 2.2502 0.7769 0.109 0.078 0.038
H 0.7904 0.4516 1.7524 0.013 0.024 0.041
H -0.0537 -1.0372 2.2503 0.113 0.033 -0.042
H 1.5432 0.6210 -0.4121 -0.085 -0.166 0.156
H 1.8467 -1.9254 -1.8517 -0.016 0.168 -0.077
H 1.8693 -0.3245 -2.6389 0.004 -0.097 -0.013
H 4.1730 -1.2407 -2.3326 0.067 -0.032 -0.035
H 3.8926 -1.3425 -0.5902 0.061 -0.066 -0.007
H 5.2218 0.6949 -1.2953 -0.034 0.066 -0.012
H 3.8316 1.2151 -2.2734 0.117 -0.064 0.029
H 3.7845 2.2055 1.5005 0.155 -0.039 -0.017
H 5.3169 1.8292 0.6784 -0.116 0.030 0.010
H 4.8115 0.3520 2.6685 0.065 -0.006 0.116
H 5.0603 -0.5612 1.1826 0.034 -0.112 0.000
H 3.4204 -0.3024 1.7957 -0.088 -0.071 0.033
```
Positions in Å, forces in eV/Å.

And the natural (NBO) charges, in e, turn out to be: atom 1 (C): -0.6429, atom 2 (C): -0.0540, atom 3 (O): -0.5586, atom 4 (C): -0.0676, atom 5 (C): -0.4334, atom 6 (C): -0.2253, atom 7 (N): -0.6225, atom 8 (C): 0.6887, atom 9 (O): -0.6435, atom 10 (C): -0.5108, atom 11 (C): -0.0314, atom 12 (C): -0.2218, atom 13 (C): -0.2334, atom 14 (C): 0.2525, atom 15 (C): 0.2325, atom 16 (C): -0.2417, atom 17 (H): 0.2224, atom 18 (O): -0.5105, atom 19 (C): -0.2508, atom 20 (H): 0.1978, atom 21 (H): 0.1769, atom 22 (H): 0.1832, atom 23 (O): -0.4977, atom 24 (C): -0.2385, atom 25 (H): 0.1858, atom 26 (H): 0.1823, atom 27 (H): 0.1799, atom 28 (H): 0.2238, atom 29 (H): 0.2061, atom 30 (H): 0.2146, atom 31 (H): 0.2368, atom 32 (H): 0.4140, atom 33 (H): 0.2371, atom 34 (H): 0.1887, atom 35 (H): 0.2134, atom 36 (H): 0.2097, atom 37 (H): 0.1720, atom 38 (H): 0.1826, atom 39 (H): 0.1858, atom 40 (H): 0.1623, atom 41 (H): 0.2174, atom 42 (H): 0.2050, atom 43 (H): 0.2130

Formula: C15H24AuBCl2F4NSeSi
Source: the Open Molecules 2025 dataset
Level of theory: ωB97M-V/def2-TZVPD

```
50
Properties=species:S:1:pos:R:3:forces:R:3
Au -0.1436 0.4426 0.4061 0.049 0.461 -0.317
Cl -3.0461 -4.0514 -1.8359 -0.008 -0.010 -0.009
C -1.6754 -3.7760 -0.7409 0.041 0.045 0.011
Cl -1.9609 -2.4395 0.3704 -0.095 -0.076 0.054
H -0.8095 -3.5328 -1.3453 -0.016 -0.013 -0.014
H -1.5231 -4.6801 -0.1647 0.007 0.002 -0.001
F 1.8177 -0.6018 0.4555 -0.201 -0.033 -0.014
B 2.9887 -1.0344 -0.3599 0.091 -0.034 -0.029
F 2.7116 -2.3280 -0.8037 -0.030 0.035 0.012
F 3.1167 -0.1406 -1.4071 -0.002 -0.004 0.009
F 4.0788 -1.0150 0.4899 -0.017 0.019 -0.007
C 1.4130 1.5440 6.0835 -0.003 0.003 -0.032
Si 0.1351 0.3292 5.4469 0.027 -0.050 0.038
C 0.6162 -1.4043 5.9751 -0.006 0.027 -0.005
C -1.5378 0.7577 6.1807 0.007 -0.001 -0.017
C 0.0470 0.4031 3.6343 -0.052 0.031 -0.003
C -0.0196 0.4343 2.4202 0.026 0.045 0.202
H 1.5062 1.4845 7.1709 -0.001 0.000 0.001
H 1.1415 2.5675 5.8177 -0.002 -0.001 -0.001
H 2.3887 1.3341 5.6416 0.002 0.000 0.007
H 0.7037 -1.4826 7.0618 -0.002 0.000 0.000
H 1.5731 -1.6831 5.5301 0.002 -0.002 0.006
H -0.1295 -2.1264 5.6368 0.002 -0.002 0.000
H -1.4888 0.8115 7.2714 -0.005 -0.009 0.001
H -2.2807 0.0061 5.9066 -0.003 0.004 -0.003
H -1.8867 1.7211 5.8040 0.007 0.006 0.009
Se -2.0737 1.8185 0.7713 0.135 -0.351 -0.147
C -3.1120 2.0666 -3.6978 0.031 0.064 0.040
N -2.4481 2.6557 -2.5519 0.002 -0.097 0.066
C -2.8311 4.0394 -2.3736 0.015 -0.030 0.048
C -0.9848 2.5417 -2.5858 -0.042 0.007 0.053
C -0.4895 1.1257 -2.7387 0.070 0.100 -0.011
C -0.2608 0.6976 -4.0509 -0.053 -0.001 0.029
C 0.1614 -0.5838 -4.3490 0.005 -0.030 0.046
C 0.3782 -1.4666 -3.3030 -0.006 0.061 -0.036
C 0.1819 -1.0382 -2.0015 -0.023 -0.084 0.028
C -0.2366 0.2570 -1.6689 -0.016 -0.205 0.006
H -4.1908 2.1760 -3.5764 -0.002 -0.003 -0.009
H -2.8753 1.0073 -3.7675 -0.015 -0.001 -0.006
H -2.8214 2.5502 -4.6471 -0.001 0.008 -0.018
H -2.5625 1.8386 -0.6233 0.056 0.049 -0.001
H -2.5242 4.6710 -3.2251 0.002 0.016 -0.011
H -2.3616 4.4323 -1.4699 -0.019 0.002 0.000
H -3.9141 4.1148 -2.2626 -0.001 0.011 -0.009
H -0.6026 2.9753 -1.6596 -0.036 -0.006 0.019
H -0.5970 3.1483 -3.4223 0.062 0.007 0.004
H -0.4270 1.4049 -4.8570 0.012 -0.003 -0.005
H 0.3349 -0.8794 -5.3764 0.000 -0.007 0.002
H 0.7427 -2.4704 -3.4845 0.001 -0.001 -0.019
H 0.4281 -1.7406 -1.2149 0.005 0.052 0.037
```
Positions in Å, forces in eV/Å.

Summary:
Charge: -1

And the natural (NBO) charges, in e, turn out to be: atom 1 (Au): 1.0844, atom 2 (Cl): -0.0499, atom 3 (C): -0.3901, atom 4 (Cl): -0.0010, atom 5 (H): 0.2316, atom 6 (H): 0.2170, atom 7 (F): -0.5888, atom 8 (B): 1.3645, atom 9 (F): -0.5677, atom 10 (F): -0.5567, atom 11 (F): -0.5553, atom 12 (C): -1.1005, atom 13 (Si): 1.6066, atom 14 (C): -1.1001, atom 15 (C): -1.0995, atom 16 (C): -0.6771, atom 17 (C): -0.3073, atom 18 (H): 0.2209, atom 19 (H): 0.2351, atom 20 (H): 0.2416, atom 21 (H): 0.2203, atom 22 (H): 0.2426, atom 23 (H): 0.2361, atom 24 (H): 0.2209, atom 25 (H): 0.2355, atom 26 (H): 0.2371, atom 27 (Se): -0.2521, atom 28 (C): -0.4139, atom 29 (N): -0.4421, atom 30 (C): -0.4108, atom 31 (C): -0.2455, atom 32 (C): -0.1033, atom 33 (C): -0.1626, atom 34 (C): -0.2507, atom 35 (C): -0.2022, atom 36 (C): -0.2601, atom 37 (C): -0.2990, atom 38 (H): 0.1935, atom 39 (H): 0.2222, atom 40 (H): 0.1532, atom 41 (H): 0.1136, atom 42 (H): 0.1578, atom 43 (H): 0.2091, atom 44 (H): 0.1941, atom 45 (H): 0.2207, atom 46 (H): 0.1633, atom 47 (H): 0.1862, atom 48 (H): 0.2004, atom 49 (H): 0.2070, atom 50 (H): 0.2208

Formula: C15H24Br4F3IN6O5PS
Source: the Open Molecules 2025 dataset
Level of theory: ωB97M-V/def2-TZVPD

```
60
Properties=species:S:1:pos:R:3:forces:R:3
O -2.7147 2.4495 1.0137 0.049 -0.005 -0.152
P -1.4012 2.8925 1.4475 -0.962 -0.109 0.190
O -0.9672 2.5084 2.9136 0.540 -0.001 -0.223
O -1.0868 4.4287 1.3205 0.077 -0.031 0.107
C -0.0930 2.2064 0.3947 0.358 0.018 0.087
N 0.6801 1.1954 0.7366 0.005 -0.146 0.322
C 1.5039 0.9902 -0.3071 0.153 0.316 -0.867
N 2.4334 0.0306 -0.3237 -0.124 -0.363 0.396
I 3.7786 -0.3357 -1.7995 0.146 0.131 0.097
C 2.5133 -0.7974 0.9028 0.233 0.246 -0.262
C 2.8961 -2.2623 0.7292 -0.225 -0.356 0.832
O 2.7425 -2.8622 2.0075 -0.107 0.185 -0.158
C 1.9382 -3.0276 -0.2186 0.375 -0.099 0.218
F 0.9428 -2.2476 -0.6560 -0.372 0.311 -0.179
F 1.3849 -4.0739 0.3627 -0.159 -0.279 0.273
F 2.5990 -3.4725 -1.2890 0.216 -0.032 -0.413
N 1.2343 1.8873 -1.2960 0.181 0.131 0.053
C 1.7571 2.2087 -2.6269 -0.117 0.019 -0.398
C 1.2601 1.2874 -3.7579 0.038 -0.068 0.360
C 0.5103 0.0242 -3.3205 -0.186 -0.229 -0.585
C -1.0105 0.1789 -3.4069 0.442 -0.042 0.326
S -1.8431 -1.4210 -3.5368 -0.025 -0.542 0.074
C -2.5912 -1.4578 -1.9604 -0.241 1.112 0.220
N -3.0762 -0.4134 -1.3552 0.234 -0.640 0.037
N -3.5437 -0.8699 -0.1246 0.159 -0.572 -0.078
C -3.3200 -2.1394 -0.1157 -0.077 0.570 0.125
O -2.7051 -2.5851 -1.2362 0.042 -0.062 -0.325
N 0.2134 2.6448 -0.8128 -0.655 0.192 0.550
H -0.6096 1.6118 2.9778 -0.119 -0.088 0.209
H -1.8681 4.9584 1.5578 -0.054 0.417 -0.036
H 1.5495 -0.7949 1.3938 -0.214 0.073 -0.094
H 3.2141 -0.3121 1.5802 0.205 -0.122 0.122
H 3.9242 -2.4234 0.4210 0.061 0.125 -0.515
H 3.4080 -2.4894 2.5933 0.098 -0.087 0.121
H 2.8353 2.2592 -2.5883 0.163 -0.128 0.200
H 1.4394 3.2262 -2.8303 -0.069 0.182 0.153
H 0.6164 1.8716 -4.4073 -0.108 0.063 -0.146
H 2.1196 1.0087 -4.3579 0.163 -0.016 -0.048
H 0.7837 -0.3295 -2.3297 0.032 -0.034 0.034
H 0.7948 -0.7750 -4.0003 0.096 -0.122 -0.055
H -1.3983 0.6526 -2.5120 -0.288 0.281 -0.095
H -1.2670 0.7549 -4.2878 -0.207 0.116 -0.097
H -3.5397 -2.8543 0.6527 -0.069 -0.112 0.084
H -0.2303 3.4179 -1.2862 0.265 -0.026 -0.391
Br -2.9267 6.9328 3.1554 0.145 -0.192 -0.130
C -1.8498 6.0492 4.5226 -0.180 -0.026 0.040
C -1.3906 7.0169 5.5790 0.201 0.068 -0.010
Br 0.0538 8.1459 4.9353 -0.059 0.006 -0.003
H -1.0181 5.5744 4.0119 0.039 0.012 0.012
H -2.4968 5.2886 4.9540 -0.017 0.022 0.025
H -0.9867 6.4780 6.4324 -0.018 -0.040 -0.006
H -2.1848 7.6776 5.9094 -0.037 -0.014 0.008
Br -2.1983 -6.2581 -0.3131 -0.003 0.000 0.046
C -0.3519 -6.8686 -0.2668 -0.035 0.155 -0.085
C -0.1106 -7.9916 -1.2394 0.022 -0.187 0.085
Br -0.8534 -9.6704 -0.6051 -0.025 0.041 -0.039
H -0.1440 -7.1566 0.7581 0.015 -0.033 0.012
H 0.2487 -6.0014 -0.5310 -0.019 -0.062 -0.028
H 0.9565 -8.1670 -1.3541 0.015 0.031 0.017
H -0.5544 -7.7993 -2.2105 0.000 0.041 -0.016
```
Positions in Å, forces in eV/Å.

Summary:
Charge: +1

And the natural (NBO) charges, in e, turn out to be: atom 1 (O): -1.0132, atom 2 (P): 2.3322, atom 3 (O): -0.9646, atom 4 (O): -0.9926, atom 5 (C): 0.0804, atom 6 (N): -0.5066, atom 7 (C): 0.5702, atom 8 (N): -0.5643, atom 9 (I): 0.4528, atom 10 (C): -0.2498, atom 11 (C): -0.0107, atom 12 (O): -0.6764, atom 13 (C): 0.9593, atom 14 (F): -0.3296, atom 15 (F): -0.2932, atom 16 (F): -0.3187, atom 17 (N): -0.1745, atom 18 (C): -0.2316, atom 19 (C): -0.4289, atom 20 (C): -0.4289, atom 21 (C): -0.5306, atom 22 (S): 0.2968, atom 23 (C): 0.2840, atom 24 (N): -0.3344, atom 25 (N): -0.2696, atom 26 (C): 0.2832, atom 27 (O): -0.4017, atom 28 (N): -0.3133, atom 29 (H): 0.5290, atom 30 (H): 0.5408, atom 31 (H): 0.2628, atom 32 (H): 0.2143, atom 33 (H): 0.2084, atom 34 (H): 0.4817, atom 35 (H): 0.2427, atom 36 (H): 0.2292, atom 37 (H): 0.2252, atom 38 (H): 0.2348, atom 39 (H): 0.2057, atom 40 (H): 0.2336, atom 41 (H): 0.2495, atom 42 (H): 0.2254, atom 43 (H): 0.2165, atom 44 (H): 0.4601, atom 45 (Br): -0.0184, atom 46 (C): -0.4441, atom 47 (C): -0.4559, atom 48 (Br): -0.0013, atom 49 (H): 0.2255, atom 50 (H): 0.2345, atom 51 (H): 0.2360, atom 52 (H): 0.2376, atom 53 (Br): -0.0207, atom 54 (C): -0.4445, atom 55 (C): -0.4553, atom 56 (Br): 0.0018, atom 57 (H): 0.2326, atom 58 (H): 0.2256, atom 59 (H): 0.2296, atom 60 (H): 0.2314

Looking at E_LUMO for the records above, in order, we have 0.016 0.031 0.070 -0.157 Eh.
Looking at molecular weight for the records above, in order, we have 281.35 281.35 680.09 934.95 g mol⁻¹.
Looking at HOMO-LUMO gap for the records above, in order, we have 10.2 8.7 7.9 7.1 eV.